1.
Molecular formula: C8H14O4S
Method: DFT, the ωB97M-V functional and the def2-TZVPD basis

Its SMILES is O=C(O)CC[C@H](CCCS)C(=O)O. The value obtained for the energy relative to the best compared isomer or geometry (same formula, charge and spin) is 0.2034 eV.

The geometry in ORCA input format:
```
! RIJCOSX wB97M-V def2-TZVPD def2/J DEFGRID3
* xyz 0 1
C 0.0656 -0.2097 -0.0163
H 0.0806 -3.5503 -0.9839
H 2.9368 -2.4587 -2.5406
C 0.4906 -2.6799 -0.4714
H -1.9346 0.5411 -0.0524
C -0.3478 -1.4432 -0.8221
O 2.1767 0.6653 0.5868
H -2.7362 2.8242 0.6714
H 0.4840 -2.8470 0.6055
H -0.2602 2.9656 0.1688
H -0.8803 1.2659 -1.2706
C -0.9335 0.9391 -0.2303
C -0.6857 2.1223 0.7168
C 1.9161 -2.4872 -0.9306
H -1.7729 3.4592 2.0306
H 0.1070 -0.4534 1.0492
O 1.8142 0.3438 -1.5878
H -1.3967 -1.6638 -0.6161
H -3.7302 1.8875 2.8258
O 2.8412 -2.1793 -0.2260
C -1.9618 2.5892 1.4011
H 3.0679 0.9214 0.2998
S -2.6121 1.2518 2.4851
H -0.2410 -1.2275 -1.8869
H 0.0358 1.8347 1.4851
C 1.4354 0.2733 -0.4479
O 2.0411 -2.6842 -2.2430
*
```

2.
Molecular formula: C8H14OS
Method: DFT, the ωB97M-V functional and the def2-TZVPD basis

The value obtained for the energy relative to the best compared isomer or geometry (same formula, charge and spin) is 1.6215 eV.

The geometry in ORCA input format:
```
! RIJCOSX wB97M-V def2-TZVPD def2/J DEFGRID3
* xyz 0 1
C 0.9687 -0.9787 0.3264
H 1.1726 0.9628 -1.3030
H 1.4683 -1.0907 -1.5892
H -2.6213 -0.5939 -0.8119
H -1.5718 -1.6193 0.1783
C 0.5378 0.7364 2.0468
C 0.3226 0.4380 0.5586
H 0.5304 -0.2689 2.6154
H 0.4011 2.3785 -0.5374
S -2.2632 1.6471 0.2290
H 1.5045 1.2901 2.1627
H -1.2230 -1.7971 -2.1446
C -0.6442 -1.0582 -1.6556
O -1.6949 2.9162 0.7728
H 1.9820 -1.1572 0.5909
C 0.6578 -1.4779 -1.0908
H 2.0107 1.6524 0.0946
H -0.3473 1.3248 2.5061
H -0.5309 -0.2354 -2.2804
C -1.1180 0.4243 0.2566
H 0.6483 -2.5885 -1.1129
H 0.3589 -1.6111 1.0118
C 1.0504 1.4610 -0.3488
C -1.5994 -0.7548 -0.4755
*
```

3.
Molecular formula: C8H15AgNO8
Method: DFT, the ωB97M-V functional and the def2-TZVPD basis

The value obtained for the energy relative to the best compared isomer or geometry (same formula, charge and spin) is 1.2885 eV.

The geometry in ORCA input format:
```
! RIJCOSX wB97M-V def2-TZVPD def2/J DEFGRID3
* xyz -2 2
H 23.2585 -2.8627 -22.8599
O 25.3142 -5.1664 -26.8784
O 26.4508 -2.7668 -24.4532
H 27.9552 -6.7956 -22.7428
H 25.5813 -7.3124 -21.1557
H 22.6815 -3.7485 -21.5007
H 25.2590 -7.6116 -23.4376
C 24.1668 -5.6968 -26.7377
O 24.3527 -4.4931 -22.5188
O 24.5735 -2.7893 -25.1772
O 24.0463 -6.2896 -25.6116
C 28.4696 -5.0114 -26.0352
H 28.6722 -7.4091 -25.0435
H 24.6491 -5.1054 -20.5696
H 27.4339 -8.3511 -23.2216
C 23.6060 -3.4171 -21.9879
O 27.7749 -5.5135 -24.9193
H 26.6584 -5.9005 -21.4295
C 27.2663 -7.2880 -23.4306
H 23.6550 -6.1615 -21.4489
H 24.1052 -2.7470 -21.2832
H 28.2672 -3.9521 -26.1977
O 23.2341 -4.9111 -27.1730
C 24.5512 -5.5435 -21.5711
H 26.9694 -7.3931 -25.5360
H 29.5490 -5.1757 -25.9607
O 25.9087 -1.8400 -26.4003
N 25.8549 -6.8322 -23.1905
C 25.7807 -6.4358 -21.7850
H 27.9663 -5.4322 -26.9118
C 25.6682 -2.0857 -25.1770
Ag 25.5257 -4.8525 -24.5468
C 27.7019 -6.9301 -24.8695
*
```

4.
Molecular formula: C8H15AsBF6N2O3Pd
Method: DFT, the ωB97M-V functional and the def2-TZVPD basis

The value obtained for the energy relative to the best compared isomer or geometry (same formula, charge and spin) is 0.1989 eV.

The geometry in ORCA input format:
```
! RIJCOSX wB97M-V def2-TZVPD def2/J DEFGRID3
* xyz -2 2
C -1.9286 0.3886 -2.1969
H -1.0747 1.6390 -3.7187
H -2.4812 0.2494 -5.0825
C -1.5958 -0.8278 -1.3443
F 2.3135 0.0578 -3.4957
H -0.0546 0.3195 -3.2389
F 3.0909 -1.5227 -5.2076
N -1.2653 -2.0157 -1.9069
As 3.4853 -1.2302 -3.5264
H -1.7742 1.2235 -1.5148
C -1.9303 -1.6726 -4.2856
F 2.2455 -2.3630 -3.0636
H -3.0010 0.3641 -2.4274
F 4.7147 -0.1018 -4.0236
H -1.9638 -2.2823 -5.1925
C -1.0921 0.5778 -3.4591
O 0.6808 -2.9398 -0.0108
Pd 0.9893 -0.8639 0.1917
F 4.6482 -2.5264 -3.5913
F 3.8642 -0.9492 -1.8643
H 0.2766 4.3698 0.1267
H 2.2437 4.3339 0.5186
C -0.9401 -2.2904 -3.3053
H -2.9285 -1.7263 -3.8382
H 1.0760 -4.7580 0.7103
N 1.1880 1.1780 0.3708
H -0.9728 -3.3767 -3.4027
C -1.5914 -0.2270 -4.6542
H -0.8206 -0.2163 -5.4294
O -1.6509 -0.7122 -0.1189
C 1.1732 2.3153 0.5572
H 0.9193 4.0621 2.0013
C 1.2547 -3.6710 0.8651
H 0.0837 -1.9883 -3.5357
B 1.1544 3.8841 0.8185
O 1.9425 -3.3106 1.8127
H -0.7890 -2.6223 -1.2381
*
```

5.
Molecular formula: C8H15BBrCsO7P
Method: DFT, the ωB97M-V functional and the def2-TZVPD basis

As for the electronic energy: -103422.0353 eV.

The geometry in ORCA input format:
```
! RIJCOSX wB97M-V def2-TZVPD def2/J DEFGRID3
* xyz 1 1
H -3.2996 0.5890 -1.9744
O 1.5345 1.2539 -0.1822
C -0.6298 0.6498 -0.3986
C 1.0687 1.7934 -1.3419
H 2.5910 -2.4246 -2.2148
H 0.4679 -2.3927 1.9654
O 1.6861 -2.3424 -2.5030
H 1.7874 -0.4952 3.3785
H -0.0988 3.4018 0.5602
C 1.1958 -1.1192 -2.0040
H 1.0173 -1.9863 -0.0771
O -0.9620 3.1477 0.2334
H 1.7581 -0.3107 -2.4559
H -0.3426 -0.4075 1.9246
C 1.3531 -1.0533 -0.4923
O 1.1962 -2.2095 2.5513
O -2.5904 -0.0263 -2.1907
C 0.7071 0.1465 0.1814
Br -1.4106 -2.6670 -0.8434
H 0.1811 -0.9944 -2.3342
H 0.7052 0.9956 2.1578
H -3.3758 1.6129 1.1888
H 2.6046 -0.8555 1.8938
O 1.6618 2.5830 -2.0481
B -1.3060 1.8684 0.5130
P -2.0755 -0.4966 -0.6435
Cs -2.9121 -2.4902 -3.1599
C -2.3852 1.6177 1.6274
C 1.6427 -0.8811 2.3837
H -2.2569 0.6923 2.1654
H 2.4066 -0.9924 -0.2881
H -2.3619 2.4522 2.3059
C 0.6212 0.0246 1.7009
O -0.1790 1.3161 -1.5795
*
```

6.
Molecular formula: C8H15ClCuO5
Method: DFT, the ωB97M-V functional and the def2-TZVPD basis

As for the electronic energy: -75929.9839 eV.

The geometry in ORCA input format:
```
! RIJCOSX wB97M-V def2-TZVPD def2/J DEFGRID3
* xyz -3 3
H -2.8206 -0.2952 0.7737
O 3.4558 1.9458 0.2820
C -1.5441 -0.4686 -1.0571
H 2.1410 -2.4165 1.2122
C 0.5651 -1.8820 2.6601
C 1.3684 -1.6590 1.3436
H 1.1948 -1.4692 3.4482
Cu 1.5748 1.0119 -0.6614
H -3.7927 -1.7596 -2.9592
H 3.8814 3.6576 -0.7816
C 3.3628 3.3525 0.1273
O 0.9547 3.1492 -0.7251
H 1.5987 4.3679 0.7716
C -2.4338 -1.0283 0.0659
O -0.6398 0.3433 -0.9206
H -2.7145 -3.0004 -2.1877
H 2.0361 4.9353 -0.7893
H -4.5833 -1.1816 -0.9505
O -1.8742 -1.0823 -2.2241
Cl 2.5766 0.0726 -2.8356
H -0.3872 -1.3517 2.6551
H 0.6911 -1.8504 0.5114
O 1.8397 -0.3652 1.1397
C -3.6352 -1.7012 -0.8120
H 0.2676 -2.8948 2.9321
C -3.0528 -1.9642 -2.1855
H -1.8591 -1.7563 0.6384
H 3.7345 3.8824 1.0043
H -3.9000 -2.6205 -0.2896
C 1.9940 4.0285 -0.1859
*
```

7.
Molecular formula: C8H15ClN2Si
Method: DFT, the ωB97M-V functional and the def2-TZVPD basis

As for the electronic energy: -31913.7009 eV.

The geometry in ORCA input format:
```
! RIJCOSX wB97M-V def2-TZVPD def2/J DEFGRID3
* xyz 0 3
Cl -0.5475 2.7337 -0.3453
H -0.1689 -2.1658 0.6906
H -1.1778 1.9999 2.4313
C -0.2496 -0.4661 -2.3056
H -0.5552 0.5700 -2.3422
H -1.3015 0.3197 2.7667
N 2.3426 -0.4842 0.5346
Si -0.8705 0.8323 0.3137
H -3.1626 0.6685 -0.8177
C 3.7074 0.4724 -0.8242
C -0.3807 -0.6470 -0.8172
H 1.9112 -0.9119 1.2831
H 0.9391 -0.4819 -2.5119
C 3.5648 -0.5716 -0.0420
H 2.4587 2.0902 -1.1800
C 1.7320 0.6453 0.1566
C -0.6543 1.0400 2.2557
H 4.2895 0.6515 -1.6409
H 4.0370 -1.5040 0.0557
H -0.7858 -1.2353 -2.7385
H 0.2438 1.2736 2.7828
H -2.9200 -0.5514 0.3682
H 0.0439 -2.8140 -0.8944
H -3.2062 1.1825 1.0795
N 2.5902 1.2529 -0.6942
C -0.1761 -1.8733 -0.3686
C -2.7235 0.5796 0.1971
*
```

8.
Molecular formula: C8H15FO2S
Method: DFT, the ωB97M-V functional and the def2-TZVPD basis

The value obtained for the energy relative to the best compared isomer or geometry (same formula, charge and spin) is 5.1209 eV.

The geometry in ORCA input format:
```
! RIJCOSX wB97M-V def2-TZVPD def2/J DEFGRID3
* xyz 0 1
H 2.9416 2.2879 0.0075
C -2.8580 -0.4373 0.3214
C -0.7840 1.0768 -1.6248
H -1.2096 -0.1870 1.6086
H -3.0395 0.9520 1.8801
H 4.2845 1.1205 -0.0479
H -3.2824 -1.3364 1.0160
H -0.9959 -1.8521 -1.2882
O 0.3302 -2.1863 0.3338
C -1.2755 -0.3924 0.4794
H 2.5495 -2.2708 -0.0015
H 3.5359 1.5306 1.4365
C -0.9191 0.8831 -0.1744
H -3.4595 1.5899 0.2639
C -3.5160 0.8264 1.0014
C 3.0257 -1.3935 0.4627
H -0.8844 2.0569 -1.8523
C -0.5870 -1.5912 -0.1816
F -3.2783 -0.7581 -0.9675
O 2.0622 0.0618 -1.5173
C 3.2901 1.3446 0.3128
H -1.0122 0.3085 -2.2697
H -4.5561 0.3983 1.2227
H 3.2389 -1.3907 1.4804
H 4.0477 -1.5655 -0.0887
H 0.3244 0.8517 -1.7732
S 2.0266 0.0724 -0.0398
*
```

9.
Molecular formula: C8H15Li2NO8
Method: DFT, the ωB97M-V functional and the def2-TZVPD basis

The value obtained for the energy relative to the best compared isomer or geometry (same formula, charge and spin) is 3.1125 eV.

The geometry in ORCA input format:
```
! RIJCOSX wB97M-V def2-TZVPD def2/J DEFGRID3
* xyz -2 1
Li -15.0180 5.5650 12.7047
H -16.1451 -0.9713 10.3580
C -19.1738 5.7400 13.6014
O -12.5414 7.0431 10.3188
H -17.6570 3.6958 10.9068
O -14.1814 5.9104 14.5259
C -16.5987 -0.1402 10.8981
N -15.6114 3.6325 11.8195
H -15.2149 4.0616 9.8617
H -17.8428 2.8626 13.3353
C -13.3517 6.3405 10.9404
O -19.0091 4.4470 13.0598
C -15.0031 3.2167 10.5169
O -14.4622 7.9286 15.1706
H -19.0144 6.6684 13.0531
H -18.8051 5.8587 14.6203
H -17.4187 0.2351 10.2859
H -20.2380 5.7771 13.8344
H -17.0557 4.2738 13.8733
C -15.6208 1.8415 10.0538
Li -12.6381 5.0410 13.8400
H -16.9173 -0.4160 11.9033
C -14.9021 6.8989 14.6034
C -16.9871 4.0883 11.6718
O -14.5351 6.5368 10.7370
H -15.7049 2.6676 12.1027
O -12.9808 5.5223 11.8122
H -16.5719 2.0397 9.5597
C -17.6487 3.8941 13.0413
H -15.0474 1.5156 9.1860
O -15.6451 0.8474 11.0867
O -15.8984 6.9997 13.9074
H -13.9284 3.2598 10.6936
H -16.9311 5.1626 11.4959
*
```